#a
Below is a cluster of 2 separate species, C5H9N4O in total, with properties calculated with wB97M-V/def2-TZVPD.

Each line ends with the natural charge from an NBO analysis.
Element x y z (Å)
1 C -3.074 0.539 0.545  -0.31
2 C -3.481 -0.713 0.138  -0.02
3 C -1.704 0.604 0.260  -0.06
4 C 3.111 -0.601 0.206  0.74
5 C 2.276 1.654 -0.347  -0.37
6 N -2.453 -1.298 -0.507  -0.34
7 N -1.334 -0.533 -0.306  0.24
8 N 2.243 0.162 -0.149  -0.60
9 N 3.898 -1.439 0.419  -0.55
10 O -0.209 -0.833 -0.750  -0.60
11 H -3.841 1.220 0.981  0.27
12 H -4.444 -1.243 0.219  0.25
13 H -0.935 1.225 0.738  0.23
14 H 3.303 1.819 -0.463  0.23
15 H 1.640 1.762 -1.191  0.24
16 H 1.727 2.098 0.480  0.22
17 H 1.203 -0.277 -0.195  0.49
18 H 4.530 -1.991 1.029  0.49
19 H -2.455 -2.155 -1.108  0.46

Gap between HOMO and LUMO ... 8.96 eV
HOMO ... -11.91 eV
Molecular weight ... 141.154 u
Charge ... +1



#b
Below is the ion C5H9N4O with charge +1, with properties calculated with wB97M-V/def2-TZVPD.

Each line ends with the natural charge from an NBO analysis.
Element x y z (Å)
1 C -1.366 0.764 -1.386  0.25
2 C -2.507 0.610 0.677  0.21
3 C 2.083 1.050 0.765  0.52
4 C -0.823 -1.213 0.415  -0.32
5 C 0.286 -0.339 -0.158  0.20
6 N -2.207 1.091 -0.576  -0.43
7 N -1.956 -0.516 1.042  -0.38
8 N 0.789 0.702 0.650  -0.57
9 N 1.349 -0.928 -0.925  -0.85
10 O 3.024 0.348 0.245  -0.57
11 H -1.277 0.747 -2.481  0.23
12 H -3.092 1.144 1.379  0.23
13 H 2.166 1.961 1.328  0.21
14 H -1.164 -1.843 -0.320  0.24
15 H -0.489 -1.979 1.303  0.23
16 H 0.028 1.182 1.251  0.46
17 H 2.456 -0.337 -0.300  0.48
18 H 1.387 -0.497 -1.891  0.42
19 H 1.313 -1.949 -1.020  0.43

Gap between HOMO and LUMO (alpha / beta) ... 7.59 / 7.59 eV
HOMO (alpha / beta) ... -11.93 / -11.93 eV
Molecular weight ... 141.154 u
Charge ... +1



Short version: #b is the least stable of them.



#a
Below is an isolated molecule of C4H9O3P, with properties calculated with wB97M-V/def2-TZVPD.

Each line ends with the natural charge from an NBO analysis.
Element x y z (Å)
1 C -1.594 -0.636 2.557  -0.72
2 C -0.719 -1.288 1.511  0.58
3 O -0.412 -2.447 1.563  -0.51
4 C -0.376 -0.280 0.403  -0.18
5 O 0.740 -0.581 -0.419  -0.79
6 P 1.559 0.665 -1.086  1.98
7 C 0.940 0.856 -2.792  -1.02
8 O 1.500 1.878 -0.270  -1.09
9 H -2.347 -0.005 2.096  0.22
10 H -0.970 -0.009 3.191  0.24
11 H -2.064 -1.399 3.172  0.24
12 H -1.280 -0.226 -0.219  0.20
13 H -0.222 0.707 0.858  0.22
14 H 2.783 0.028 -1.183  -0.12
15 H 0.023 1.442 -2.762  0.25
16 H 1.683 1.403 -3.364  0.25
17 H 0.756 -0.109 -3.255  0.25

Gap between HOMO and LUMO ... 10.60 eV
Structure (SMILES) ... CC(=O)CO[P@@H](C)=O
HOMO ... -9.85 eV
Molecular weight ... 136.087 u
Charge ... 0



#b
Below is an isolated molecule of C4H9O3P, with properties calculated with wB97M-V/def2-TZVPD.

Each line ends with the natural charge from an NBO analysis.
Element x y z (Å)
1 C 1.323 -0.299 1.662  -0.61
2 C 0.144 0.569 1.242  -0.69
3 P -0.105 1.302 -0.532  1.00
4 O 1.613 1.826 -0.928  -0.98
5 C -0.263 -0.313 -1.590  -0.81
6 C -1.525 -1.025 -1.256  0.80
7 O -2.125 -1.593 -2.095  -0.56
8 O -1.934 -0.896 0.071  -0.72
9 H 1.159 -0.609 2.701  0.21
10 H 1.137 -1.131 1.057  0.20
11 H 2.320 0.135 1.433  0.22
12 H 0.152 1.557 1.683  0.20
13 H -0.719 -0.011 1.500  0.25
14 H 1.560 2.839 -1.138  0.49
15 H 0.369 -1.125 -1.390  0.25
16 H -0.293 0.064 -2.557  0.25
17 H -2.811 -1.291 0.137  0.50

Gap between HOMO and LUMO ... 9.95 eV
Structure (SMILES) ... CCP(O)CC(=O)O
HOMO ... -9.32 eV
Molecular weight ... 136.087 u
Charge ... 0



Short version: #b is the least stable of them.



#a
Below is a cluster of 3 separate species, C2H11N2O2 in total, with properties calculated with wB97M-V/def2-TZVPD.

Each line ends with the natural charge from an NBO analysis.
Element x y z (Å)
1 C -0.953 -1.990 1.060  -0.44
2 N 0.920 0.823 -0.161  -0.77
3 C -0.148 0.046 0.137  0.41
4 N -0.108 -1.259 0.109  -0.54
5 H -0.336 -1.850 2.085  0.23
6 H -1.893 -1.399 1.341  0.23
7 H -1.216 -3.038 0.821  0.26
8 H 1.664 0.432 -0.829  0.46
9 H 1.161 1.855 0.175  0.47
10 H -1.076 0.454 0.403  0.24
11 H 0.454 -1.790 -0.600  0.44
12 H -2.871 2.855 0.640  0.47
13 H -3.282 1.590 1.140  0.47
14 O -2.516 2.142 1.035  -0.94
15 H 3.966 0.838 -2.182  0.50
16 H 3.115 -0.092 -3.028  0.50
17 O 3.119 0.382 -2.144  -0.97

Gap between HOMO and LUMO ... 10.61 eV
HOMO ... -14.33 eV
Molecular weight ... 95.122 u
Charge ... +1



#b
Below is a cluster of 3 separate species, C2H11N2O2 in total, with properties calculated with wB97M-V/def2-TZVPD.

Each line ends with the natural charge from an NBO analysis.
Element x y z (Å)
1 C -0.540 0.523 -1.118  -0.66
2 C -0.745 1.271 0.052  0.40
3 N -2.054 1.491 0.701  -0.71
4 N -0.089 -0.892 -0.813  -0.72
5 H 0.012 0.875 -2.082  0.27
6 H 0.051 1.659 0.823  0.16
7 H -2.104 2.544 1.007  0.43
8 H -2.729 1.374 -0.101  0.41
9 H -0.515 -1.498 -1.545  0.44
10 H -0.423 -1.115 0.206  0.46
11 H 0.974 -0.928 -0.758  0.45
12 H 3.577 -0.557 -0.478  0.50
13 H 3.069 0.664 -1.355  0.50
14 O 2.797 -0.171 -0.881  -0.98
15 H -0.291 -1.291 2.682  0.51
16 H -0.398 -2.452 1.880  0.50
17 O -0.593 -1.499 1.778  -0.95

Gap between HOMO and LUMO ... 5.81 eV
HOMO ... -11.16 eV
Molecular weight ... 95.122 u
Charge ... +1



#c
Below is a cluster of 3 separate species, C2H11N2O2 in total, with properties calculated with wB97M-V/def2-TZVPD.

Each line ends with the natural charge from an NBO analysis.
Element x y z (Å)
1 C 0.317 0.946 -2.055  -0.43
2 N -0.271 0.371 1.505  -0.79
3 C 0.314 0.457 0.290  0.45
4 N -0.194 0.207 -0.866  -0.50
5 H 1.409 0.932 -2.113  0.24
6 H -0.032 1.992 -1.937  0.23
7 H -0.287 0.586 -2.897  0.24
8 H -1.270 0.559 1.477  0.41
9 H -0.089 -0.249 2.278  0.44
10 H 1.323 0.876 0.325  0.19
11 H -0.750 -0.623 -1.162  0.47
12 H -2.146 -2.106 -1.048  0.49
13 H -2.377 -2.029 -2.531  0.51
14 O -2.073 -1.488 -1.788  -0.95
15 H 2.777 0.153 3.424  0.49
16 H 1.269 -0.067 3.680  0.46
17 O 2.081 -0.517 3.417  -0.94

Gap between HOMO and LUMO ... 10.72 eV
HOMO ... -15.05 eV
Molecular weight ... 95.122 u
Charge ... +1



Short version: #b is the least stable of them.



#a
Below is the ion C6H13N2O with charge +1, with properties calculated with wB97M-V/def2-TZVPD.

Each line ends with the natural charge from an NBO analysis.
Element x y z (Å)
1 C 2.724 0.293 0.668  -0.64
2 C 1.447 0.373 -0.288  0.27
3 O 1.379 -0.803 -1.206  -0.78
4 N 0.219 0.331 0.522  -0.67
5 C -1.133 0.123 0.103  0.00
6 C -1.616 -1.223 0.126  0.31
7 N -0.905 -2.177 0.778  -0.64
8 C -2.094 1.315 0.080  -0.36
9 C -1.516 0.946 -1.169  -0.35
10 H 3.124 1.332 1.171  0.25
11 H 3.477 -0.034 -0.078  0.23
12 H 2.473 -0.475 1.411  0.22
13 H 1.400 1.319 -1.004  0.16
14 H 2.203 -0.929 -1.812  0.50
15 H 0.159 0.844 1.326  0.39
16 H -2.511 -1.535 -0.310  0.23
17 H -1.115 -3.125 0.879  0.43
18 H -0.010 -1.784 1.132  0.44
19 H -1.764 2.145 0.757  0.26
20 H -3.114 1.022 0.415  0.25
21 H -2.189 0.597 -1.937  0.25
22 H -0.637 1.445 -1.563  0.25

Gap between HOMO and LUMO ... 9.07 eV
Structure (SMILES) ... C[C@@H](O)NC1(C=[NH2+])CC1
HOMO ... -13.38 eV
Molecular weight ... 129.183 u
Charge ... +1



#b
Below is a cluster of 2 separate species, C6H13N2O in total, with properties calculated with wB97M-V/def2-TZVPD.

Each line ends with the natural charge from an NBO analysis.
Element x y z (Å)
1 C -0.509 0.934 3.591  0.35
2 C 1.116 -0.738 -1.098  -0.43
3 C -0.431 -0.496 -1.060  -0.24
4 C -0.154 0.236 0.269  -0.06
5 C 1.330 0.113 0.089  0.07
6 C -1.007 0.527 -2.099  -0.61
7 N -0.458 1.865 4.230  -0.54
8 N -0.630 -0.550 1.425  -0.74
9 O 1.964 -0.566 1.179  -0.75
10 H 1.802 1.073 -0.048  0.19
11 H 1.341 -1.707 -0.757  0.23
12 H 1.653 -0.492 -2.029  0.23
13 H -1.060 -1.364 -1.217  0.23
14 H -0.592 1.151 0.243  0.21
15 H -0.340 1.396 -2.148  0.20
16 H -1.992 0.813 -1.824  0.22
17 H -0.944 0.208 -3.134  0.24
18 H -0.604 2.787 4.468  0.46
19 H -1.458 -0.950 1.018  0.42
20 H -0.625 0.149 2.380  0.36
21 H -0.077 -1.388 1.661  0.44
22 H 2.970 -0.555 1.033  0.51

Gap between HOMO and LUMO ... 11.18 eV
HOMO ... -14.14 eV
Molecular weight ... 129.183 u
Charge ... +1



Short version: #b is the least stable of them.



#a
Below is a structure of composition C3H10Si2, with properties calculated with wB97M-V/def2-TZVPD.

Each line ends with the natural charge from an NBO analysis.
Element x y z (Å)
1 C 1.456 -0.690 2.055  -0.34
2 C 0.240 -0.209 1.638  -0.62
3 C 1.403 0.366 -0.950  -1.12
4 Si -2.592 -0.160 -1.428  0.38
5 Si -0.183 0.710 0.020  0.96
6 H 1.555 -1.495 2.630  0.18
7 H 2.365 -0.341 1.635  0.17
8 H -0.575 -0.607 2.138  0.20
9 H 1.330 0.678 -1.989  0.24
10 H 2.255 1.038 -0.441  0.24
11 H 1.675 -0.692 -0.772  0.25
12 H -3.967 0.476 -0.953  -0.11
13 H -1.798 0.396 -2.544  -0.13
14 H -2.682 -1.656 -1.337  -0.13
15 H -0.482 2.186 0.297  -0.17

Gap between HOMO and LUMO ... 8.58 eV
HOMO ... -8.28 eV
Molecular weight ... 102.285 u
Charge ... 0



#b
Below is a cluster of 2 separate species, C3H10Si2 in total, with properties calculated with wB97M-V/def2-TZVPD.

Each line ends with the natural charge from an NBO analysis.
Element x y z (Å)
1 Si -1.128 2.470 1.377  0.32
2 Si -1.191 1.232 -0.641  0.44
3 H -2.214 3.514 1.182  -0.13
4 H 0.009 3.372 1.076  -0.15
5 H -1.216 2.460 2.753  -0.13
6 H -2.702 1.451 -0.873  -0.12
7 H -0.274 2.092 -1.384  -0.11
8 H -1.186 -0.180 -0.684  -0.14
9 C 2.214 -1.920 -0.520  -0.20
10 C 1.086 -1.793 0.163  -0.19
11 C 1.198 -3.033 -0.673  -0.41
12 H 3.026 -1.409 -0.981  0.23
13 H 0.572 -1.139 0.962  0.23
14 H 0.468 -3.178 -1.498  0.17
15 H 1.338 -3.941 -0.260  0.17

Gap between HOMO and LUMO ... 10.16 eV
Structure (SMILES) ... [SiH3][SiH3].C1=CC1
HOMO ... -9.53 eV
Molecular weight ... 102.285 u
Charge ... 0



Short version: #b is the least stable of them.



#a
Below is an isolated molecule of ClFH2NP, with properties calculated with wB97M-V/def2-TZVPD.

Each line ends with the natural charge from an NBO analysis.
Element x y z (Å)
1 N 0.186 0.862 -0.416  -1.19
2 P 0.103 -0.589 0.856  1.25
3 F 0.572 -1.675 -0.311  -0.59
4 Cl -1.852 -0.945 0.933  -0.28
5 H 0.238 1.736 0.189  0.39
6 H 0.753 0.612 -1.251  0.41

Gap between HOMO and LUMO ... 10.20 eV
Structure (SMILES) ... NP(F)Cl
HOMO ... -9.59 eV
Molecular weight ... 101.448 u
Charge ... 0



#b
Below is an isolated molecule of ClFH2NP, with properties calculated with wB97M-V/def2-TZVPD.

Each line ends with the natural charge from an NBO analysis.
Element x y z (Å)
1 N -0.188 -0.279 -0.254  -1.15
2 P -0.633 -1.864 -0.714  1.22
3 F 0.864 -2.346 -0.133  -0.59
4 Cl -0.317 -1.851 -2.573  -0.25
5 H -0.920 0.338 -0.398  0.37
6 H 0.050 -0.375 0.760  0.40

Gap between HOMO and LUMO ... 10.42 eV
Structure (SMILES) ... NP(F)Cl
HOMO ... -9.51 eV
Molecular weight ... 101.448 u
Charge ... 0



Short version: #a is the least stable of them.